This record from the Open Molecules 2025 dataset describes a single C4H11N3 molecule. The level of theory is wB97M-V/def2-TZVPD.

The geometry in XYZ format:
```
18
Properties=species:S:1:pos:R:3:forces:R:3
H 1.749 -0.795 0.985 0.4 -0.4 -0.4
N 0.942 -1.412 0.924 -1.2 1.5 0.3
C 0.098 -1.027 0.044 2.4 -2.1 -2.8
C -1.140 -1.861 -0.166 -0.3 0.6 0.2
N 0.715 -0.455 -1.461 -0.6 -1.1 2.0
C 0.810 0.906 -1.075 -1.5 0.9 1.1
N -0.251 1.052 -0.004 0.9 -0.3 0.0
C 0.011 1.566 1.332 -0.6 0.4 -0.5
H -0.867 -2.783 -0.680 0.1 0.1 -0.1
H -1.877 -1.324 -0.765 -0.1 -0.1 0.0
H -1.577 -2.144 0.797 0.1 0.1 -0.1
H 0.027 -0.560 -2.203 -0.2 -0.1 0.3
H 0.594 1.620 -1.879 0.5 -0.1 0.0
H 1.769 1.116 -0.586 -0.2 0.2 -0.2
H -1.214 1.019 -0.320 0.3 0.4 0.1
H 1.074 1.556 1.574 0.0 -0.1 -0.3
H -0.367 2.587 1.413 0.2 0.1 0.3
H -0.496 0.940 2.069 0.0 0.0 0.0
```
Positions in Å, forces in eV/Å.

Computed properties:
* relative energy (zero: lowest compared OMol25 entry of this formula, charge and spin): 3.5375 eV
* net charge: 0
* E: -8794.0816 eV
* SMILES: [H]/N=C(/C)NCNC
* highest occupied orbital energy: -8.4350 eV
* 2S+1: 1

Atomic partial charges in e from the Mulliken method, atoms 1 to 6: 0.24, -0.74, 0.85, -1.18, -0.52, -0.53



This record from the Open Molecules 2025 dataset describes 2 unconnected molecules or ions with the total composition C5H11NO2P. The level of theory is wB97M-V/def2-TZVPD.

The geometry in XYZ format:
```
20
Properties=species:S:1:pos:R:3:forces:R:3
O 0.338 0.103 1.112 -0.2 0.0 -0.2
C 0.587 -0.908 0.502 0.0 0.1 -0.2
O -0.126 -2.018 0.694 0.1 0.0 0.6
C 1.601 -0.893 -0.628 0.0 0.1 0.3
C 2.225 0.503 -0.689 0.2 -0.1 -0.3
P 0.960 1.759 -0.975 -0.3 0.1 0.2
H 0.381 -2.830 0.559 -0.1 0.0 -0.4
H 2.392 -1.632 -0.489 -0.1 -0.1 0.1
H 1.066 -1.162 -1.543 0.1 0.0 0.0
H 2.704 0.764 0.254 0.0 -0.1 0.0
H 2.978 0.568 -1.474 -0.1 0.0 0.0
H 1.324 2.584 -2.039 0.1 0.0 0.0
H 0.779 2.602 0.114 0.1 0.0 0.0
H -0.296 1.211 -1.281 0.0 0.0 -0.1
C -3.014 -0.223 1.370 -0.1 0.0 0.0
C -2.591 0.239 0.056 -0.1 0.0 0.1
N -2.257 0.601 -0.981 0.2 0.0 0.0
H -3.204 0.632 2.017 0.0 0.0 0.0
H -3.929 -0.805 1.271 0.0 0.0 0.0
H -2.235 -0.841 1.810 0.0 0.0 0.0
```
Positions in Å, forces in eV/Å.

Computed properties:
* relative energy (zero: lowest compared OMol25 entry of this formula, charge and spin): 0.0000 eV
* net charge: +1
* E: -20230.1465 eV
* highest occupied orbital energy: -15.0648 eV
* 2S+1: 1

Atomic partial charges in e from the Mulliken method, atoms 1 to 6: -0.50, 0.68, -0.45, -0.78, -0.68, 0.18



- Among the records above, which one has the lowest E?
  C5H11NO2P



- Look up the relative energy (zero: lowest compared OMol25 entry of this formula, charge and spin) of the first one.
  3.5375 eV



- What is the formula in the second record?
  C5H11NO2P